# 1
Density functional theory data (ωB97M-V with the def2-TZVPD basis set) for an isolated ion of composition C3H7FNO2 and charge +1 at a distorted geometry.

Last column: natural (NBO) charge in e.
Atoms and positions in Å:
C (1.31, -0.77, -0.09)  -0.4891
N (0.54, 0.51, 0.12)  -0.0769
O (0.56, 1.23, -1.06)  -0.4809
C (-0.85, 0.33, 0.68)  -0.3542
C (-1.86, -0.44, -0.30)  0.8131
O (-2.42, 0.08, -1.31)  -0.4255
F (-2.24, -1.81, -0.03)  -0.3241
H (1.84, -0.75, -1.12)  0.2874
H (2.18, -0.81, 0.68)  0.2571
H (0.68, -1.73, 0.02)  0.2711
H (1.08, 1.07, 0.81)  0.4375
H (1.25, 1.93, -0.91)  0.5020
H (-1.29, 1.39, 0.83)  0.2967
H (-0.78, -0.24, 1.67)  0.2859

- DFT total energy (eV) = -11516.557
- orbital gap (eV) = 11.1
- SMILES = C[N@@H+](O)CC(=O)F
- total charge = +1
- max |F| (eV/A) = 7.0
- ΔE to the lowest compared entry with this formula, charge and spin (eV) = 2.1384


# 2
Density functional theory data (ωB97M-V with the def2-TZVPD basis set) for an isolated molecule of C3H7FO at a distorted geometry.

Last column: natural (NBO) charge in e.
Atoms and positions in Å:
C (0.68, -1.21, 0.02)  -0.6584
C (-0.70, 1.00, -0.23)  -0.0717
C (0.58, 0.32, 0.39)  0.1955
O (-1.86, 0.41, 0.04)  -0.6986
F (1.73, 0.95, -0.17)  -0.3820
H (0.29, -1.39, -0.98)  0.2088
H (0.26, -1.77, 0.79)  0.2120
H (1.68, -1.20, 0.17)  0.2357
H (-0.87, 1.98, 0.10)  0.1856
H (-0.62, 1.07, -1.40)  0.1433
H (0.69, 0.39, 1.47)  0.1647
H (-1.86, -0.54, -0.20)  0.4649

- DFT total energy (eV) = -7988.318
- orbital gap (eV) = 11.3
- SMILES = C[C@@H](F)CO
- max |F| (eV/A) = 4.2
- ΔE to the lowest compared entry with this formula, charge and spin (eV) = 0.7752


# 3
Density functional theory data (ωB97M-V with the def2-TZVPD basis set) for a 2-piece molecular cluster, C3H7FO overall at a distorted geometry.

Last column: natural (NBO) charge in e.
Atoms and positions in Å:
C (0.37, -0.69, 0.97)  -0.4464
C (-0.92, -0.71, -1.13)  -0.6650
C (-0.74, -0.99, 0.31)  -0.1277
O (1.21, 2.33, 1.00)  -0.2993
F (1.43, 3.11, -0.25)  -0.1696
H (1.31, 1.45, 0.67)  0.4640
H (1.15, -0.47, 0.17)  0.1649
H (0.61, -0.74, 1.97)  0.2134
H (-0.09, -1.14, -1.66)  0.2202
H (-0.91, 0.38, -1.28)  0.2323
H (-1.84, -1.17, -1.55)  0.2217
H (-1.59, -1.37, 0.79)  0.1916

- DFT total energy (eV) = -7984.526
- orbital gap (eV) = 10.2
- SMILES = C=CC.OF
- max |F| (eV/A) = 4.4
- ΔE to the lowest compared entry with this formula, charge and spin (eV) = 4.5669


# 4
Density functional theory data (ωB97M-V with the def2-TZVPD basis set) for C3H7FO2Sm as an isolated structure at a distorted geometry.

Last column: Mulliken charge in e.
Atoms and positions in Å:
O (0.54, 1.49, 1.17)  -0.3468
Sm (2.44, 0.43, 0.44)  1.5413
F (4.40, -0.03, -0.09)  -0.6610
C (0.00, -1.42, -1.28)  -0.7069
O (0.15, -0.54, -0.17)  -0.3560
C (-0.91, 0.39, 0.01)  -0.2905
C (-0.85, 1.09, 1.34)  -0.3479
H (0.29, -2.42, -0.94)  0.2796
H (-1.04, -1.44, -1.61)  0.3399
H (0.64, -1.09, -2.11)  0.3086
H (-0.82, 0.47, 2.26)  0.2353
H (-1.85, -0.16, -0.16)  0.3861
H (-1.31, 1.44, -0.40)  0.2586
H (-1.68, 1.79, 1.54)  0.3597

- DFT total energy (eV) = -27931.096
- orbital gap (spin up / spin down) (eV) = 7.0 / 7.5
- spin multiplicity = 8
- total charge = +1
- max |F| (eV/A) = 4.6


# 5
Density functional theory data (ωB97M-V with the def2-TZVPD basis set) for an isolated molecule of C3H7FS at a distorted geometry.

Last column: natural (NBO) charge in e.
Atoms and positions in Å:
C (0.25, 0.20, -1.20)  -0.4969
C (-0.78, -0.43, -0.26)  -0.4550
C (-0.06, -0.62, 1.12)  0.0561
H (1.05, 1.73, 0.67)  0.1154
H (-0.07, 0.32, -2.17)  0.2276
H (1.19, -0.45, -1.38)  0.2070
H (-1.19, -1.28, -0.75)  0.2223
H (-1.53, 0.35, -0.08)  0.2216
H (0.35, 0.43, 1.47)  0.1484
H (0.91, -1.16, 1.09)  0.1724
F (-0.97, -0.91, 2.13)  -0.3643
S (0.85, 1.83, -0.64)  -0.0547

- DFT total energy (eV) = -16776.170
- orbital gap (eV) = 10.1
- SMILES = FCCCS
- max |F| (eV/A) = 3.9
- ΔE to the lowest compared entry with this formula, charge and spin (eV) = 0.8138


# 6
Density functional theory data (ωB97M-V with the def2-TZVPD basis set) for a 3-piece molecular cluster, C3H7I2N2O overall at a distorted geometry.

Last column: natural (NBO) charge in e.
Atoms and positions in Å:
C (-2.63, 3.30, -0.19)  0.8831
C (-0.75, -0.06, 1.47)  -0.5591
C (-0.99, 1.32, 1.04)  -0.0136
N (-3.65, 3.06, 0.30)  -0.6700
N (-0.12, 1.62, -0.11)  -0.8280
O (-1.59, 3.63, -0.70)  -0.6128
I (-2.50, -0.24, 0.24)  0.4283
I (3.08, -0.64, 0.25)  -0.1009
H (-0.96, -0.34, 2.51)  0.2861
H (0.18, -0.51, 0.92)  0.2440
H (3.77, -1.88, 0.63)  0.1191
H (-4.48, 2.53, 0.41)  0.4591
H (0.84, 1.84, 0.22)  0.4561
H (-0.51, 2.48, -0.63)  0.4804
H (-0.24, 0.98, -0.93)  0.4281

- DFT total energy (eV) = -24442.605
- orbital gap (eV) = 8.9
- total charge = +1
- max |F| (eV/A) = 3.7
- ΔE to the lowest compared entry with this formula, charge and spin (eV) = 4.0634


# 7
Density functional theory data (ωB97M-V with the def2-TZVPD basis set) for a 2-piece molecular cluster, C3H7I2NO overall at a distorted geometry.

Last column: natural (NBO) charge in e.
Atoms and positions in Å:
C (0.48, 0.54, 2.28)  -0.7133
C (-0.52, -0.77, -2.40)  -0.1497
C (0.17, 0.96, 0.90)  -0.2146
N (-0.38, -1.20, -0.13)  -0.3685
O (0.30, -1.01, -1.33)  -0.3981
I (-1.75, 1.04, -2.23)  -0.0180
I (1.68, 1.52, -0.39)  0.2325
H (1.37, -0.08, 2.33)  0.2234
H (-0.36, 0.01, 2.71)  0.2374
H (0.66, 1.42, 2.92)  0.2338
H (-1.26, -1.56, -2.56)  0.1983
H (0.12, -0.62, -3.26)  0.2107
H (-0.79, 1.41, 0.70)  0.2067
H (0.29, -1.67, 0.46)  0.3194

- DFT total energy (eV) = -22958.602
- orbital gap (eV) = 7.6
- max |F| (eV/A) = 2.6
- ΔE to the lowest compared entry with this formula, charge and spin (eV) = 5.0009


# 8
Density functional theory data (ωB97M-V with the def2-TZVPD basis set) for C3H7IN as an isolated structure at a distorted geometry.

Last column: natural (NBO) charge in e.
Atoms and positions in Å:
C (-0.12, -0.24, -0.05)  0.4384
C (0.83, -0.08, 1.03)  -0.6167
C (-0.72, 1.02, -0.49)  -0.7383
N (-0.55, -1.41, -0.48)  -0.6322
I (2.72, 0.05, -0.08)  0.2420
H (0.86, 0.79, 1.63)  0.2811
H (1.06, -0.89, 1.84)  0.2965
H (-0.92, 1.17, -1.64)  0.2805
H (-0.15, 1.81, -0.27)  0.2572
H (-1.74, 1.34, -0.07)  0.3112
H (-0.01, -2.23, -0.24)  0.4431
H (-1.26, -1.34, -1.18)  0.4372

- DFT total energy (eV) = -12807.570
- orbital gap (eV) = 8.5
- total charge = +1
- max |F| (eV/A) = 5.6
- ΔE to the lowest compared entry with this formula, charge and spin (eV) = 0.9189


# 9
Density functional theory data (ωB97M-V with the def2-TZVPD basis set) for an isolated molecule of C3H7IN2 at a distorted geometry.

Last column: natural (NBO) charge in e.
Atoms and positions in Å:
C (1.53, 0.86, 0.45)  -0.6217
C (-0.63, -1.82, 0.15)  -0.0677
C (0.77, -0.04, -0.55)  -0.2026
N (-1.51, 0.45, -0.01)  -0.6720
N (-0.52, -0.57, -0.08)  -0.2926
I (-2.53, -2.61, 0.66)  0.0357
H (0.81, 1.53, 0.93)  0.2247
H (2.03, 0.29, 1.21)  0.2164
H (2.25, 1.48, -0.09)  0.2183
H (1.40, -0.88, -0.82)  0.2327
H (0.54, 0.55, -1.44)  0.1914
H (-1.84, 0.67, -0.95)  0.3606
H (-2.29, 0.08, 0.53)  0.3768

- DFT total energy (eV) = -14302.680
- orbital gap (eV) = 8.8
- max |F| (eV/A) = 1.3
- ΔE to the lowest compared entry with this formula, charge and spin (eV) = 2.6494


# 10
Density functional theory data (ωB97M-V with the def2-TZVPD basis set) for a 2-piece molecular cluster, C3H7IN4O2S2 overall at a distorted geometry.

Last column: natural (NBO) charge in e.
Atoms and positions in Å:
C (-0.83, 0.09, -1.94)  0.2162
C (0.84, -0.76, -0.20)  -0.2635
C (-2.11, -1.87, -1.11)  -0.4274
N (-1.61, -0.81, -1.88)  -0.4525
N (2.34, 0.99, -0.23)  -0.5517
N (1.27, 0.42, 0.12)  -0.3013
N (0.86, 1.31, 2.60)  -1.0644
O (0.12, 2.69, 0.68)  -0.8806
O (-1.10, 0.59, 1.23)  -0.9042
S (-0.10, 1.38, -2.44)  -0.0161
S (0.10, 1.35, 1.14)  2.3794
I (2.06, -2.07, -1.25)  0.2076
H (0.00, -1.15, 0.33)  0.2377
H (-1.38, -2.69, -1.06)  0.2091
H (-3.01, -2.24, -1.60)  0.2214
H (-2.37, -1.53, -0.10)  0.2152
H (2.31, 1.99, -0.02)  0.3440
H (0.91, 0.43, 3.07)  0.4139
H (1.69, 1.88, 2.68)  0.4173

- DFT total energy (eV) = -43047.131
- orbital gap (spin up / spin down) (eV) = 8.4 / 8.4
- max |F| (eV/A) = 2.2
- ΔE to the lowest compared entry with this formula, charge and spin (eV) = 0.0000


# 11
Density functional theory data (ωB97M-V with the def2-TZVPD basis set) for an isolated molecule of C3H7IOS at a distorted geometry.

Last column: natural (NBO) charge in e.
Atoms and positions in Å:
C (0.49, -1.25, 0.69)  -0.6510
C (0.97, 0.88, -0.60)  -0.6576
C (-0.06, -0.27, -0.25)  -0.3276
O (-1.46, 1.99, 0.01)  -0.9264
S (-1.49, 0.72, 0.68)  1.0916
I (-3.26, -0.64, -0.21)  -0.1088
H (0.93, -0.57, 1.48)  0.2098
H (-0.23, -2.00, 1.17)  0.2266
H (1.34, -1.82, 0.24)  0.2288
H (1.28, 1.56, 0.24)  0.2238
H (0.28, 1.58, -1.20)  0.2505
H (1.77, 0.57, -1.21)  0.2230
H (-0.56, -0.74, -1.05)  0.2175

- DFT total energy (eV) = -24206.684
- orbital gap (eV) = 8.9
- max |F| (eV/A) = 4.3
- ΔE to the lowest compared entry with this formula, charge and spin (eV) = 0.2801


# 12
Density functional theory data (ωB97M-V with the def2-TZVPD basis set) for an isolated molecule of C3H7N.

Last column: natural (NBO) charge in e.
Atoms and positions in Å:
N (1.70, -0.81, -0.10)  -0.8206
C (0.61, -0.11, 0.56)  -0.2647
C (-1.58, 0.88, -0.12)  -0.4003
C (-0.70, -0.12, -0.17)  -0.1888
H (2.05, -0.27, -0.88)  0.3541
H (1.38, -1.69, -0.49)  0.3494
H (0.87, 0.94, 0.67)  0.1971
H (0.48, -0.49, 1.58)  0.1966
H (-2.49, 0.83, -0.69)  0.1989
H (-1.41, 1.75, 0.51)  0.1883
H (-0.91, -0.91, -0.88)  0.1899

- DFT total energy (eV) = -4713.659
- orbital gap (eV) = 10.7
- SMILES = C=CCN
- max |F| (eV/A) = 0.5
- ΔE to the lowest compared entry with this formula, charge and spin (eV) = 0.4977


Repeat the third record exactly.
Density functional theory data (ωB97M-V with the def2-TZVPD basis set) for a 2-piece molecular cluster, C3H7FO overall at a distorted geometry.

Last column: natural (NBO) charge in e.
Atoms and positions in Å:
C (0.37, -0.69, 0.97)  -0.4464
C (-0.92, -0.71, -1.13)  -0.6650
C (-0.74, -0.99, 0.31)  -0.1277
O (1.21, 2.33, 1.00)  -0.2993
F (1.43, 3.11, -0.25)  -0.1696
H (1.31, 1.45, 0.67)  0.4640
H (1.15, -0.47, 0.17)  0.1649
H (0.61, -0.74, 1.97)  0.2134
H (-0.09, -1.14, -1.66)  0.2202
H (-0.91, 0.38, -1.28)  0.2323
H (-1.84, -1.17, -1.55)  0.2217
H (-1.59, -1.37, 0.79)  0.1916

- DFT total energy (eV) = -7984.526
- orbital gap (eV) = 10.2
- SMILES = C=CC.OF
- max |F| (eV/A) = 4.4
- ΔE to the lowest compared entry with this formula, charge and spin (eV) = 4.5669


Repeat the second record exactly.
Density functional theory data (ωB97M-V with the def2-TZVPD basis set) for an isolated molecule of C3H7FO at a distorted geometry.

Last column: natural (NBO) charge in e.
Atoms and positions in Å:
C (0.68, -1.21, 0.02)  -0.6584
C (-0.70, 1.00, -0.23)  -0.0717
C (0.58, 0.32, 0.39)  0.1955
O (-1.86, 0.41, 0.04)  -0.6986
F (1.73, 0.95, -0.17)  -0.3820
H (0.29, -1.39, -0.98)  0.2088
H (0.26, -1.77, 0.79)  0.2120
H (1.68, -1.20, 0.17)  0.2357
H (-0.87, 1.98, 0.10)  0.1856
H (-0.62, 1.07, -1.40)  0.1433
H (0.69, 0.39, 1.47)  0.1647
H (-1.86, -0.54, -0.20)  0.4649

- DFT total energy (eV) = -7988.318
- orbital gap (eV) = 11.3
- SMILES = C[C@@H](F)CO
- max |F| (eV/A) = 4.2
- ΔE to the lowest compared entry with this formula, charge and spin (eV) = 0.7752